{
  "formula": "C35H71BF3N3O16Ta",
  "method": "ωB97M-V/def2-TZVPD",
  "species": ["C", "C", "C", "Ta", "C", "C", "O", "C", "C", "F", "F", "F", "C", "O", "N", "O", "O", "C", "C", "N", "C", "C", "C", "O", "B", "O", "N", "C", "C", "H", "H", "H", "H", "H", "H", "H", "H", "H", "H", "H", "H", "H", "H", "H", "H", "H", "H", "H", "H", "H", "H", "H", "H", "H", "H", "H", "H", "H", "H", "H", "O", "C", "O", "C", "C", "C", "H", "H", "H", "H", "H", "H", "H", "H", "O", "C", "O", "C", "C", "C", "H", "H", "H", "H", "H", "H", "H", "H", "O", "C", "O", "C", "C", "C", "H", "H", "H", "H", "H", "H", "H", "H", "O", "C", "O", "C", "C", "C", "H", "H", "H", "H", "H", "H", "H", "H", "O", "C", "O", "C", "C", "C", "H", "H", "H", "H", "H", "H", "H", "H"],
  "xyz": [[-4.57401, -1.50292, -1.22786], [-4.84633, -0.97932, -0.15300], [-5.27753, -0.51580, 1.13448], [-3.67725, -0.75500, 2.81926], [-5.15715, -2.10635, 3.92464], [-4.66503, -3.50803, 4.19442], [-3.74073, -3.51996, 5.27370], [-2.86772, -4.61346, 5.23150], [-2.35119, -4.92108, 6.63187], [-1.01732, -4.87096, 6.64993], [-2.65226, -6.16927, 6.99400], [-2.75544, -4.08159, 7.54499], [-2.78610, -2.51981, 1.62266], [-1.96255, -3.48063, 2.33931], [-1.21520, -4.25076, 1.47614], [-0.97300, -5.31316, 1.93361], [-2.49249, 0.59596, 1.77432], [-1.10266, 0.42108, 1.88677], [-0.46263, 1.03487, 0.63917], [1.00714, 1.08376, 0.74247], [1.50555, 2.45506, 0.72808], [1.27040, 3.15615, -0.60307], [2.55161, 3.69008, -1.21414], [0.29952, 4.18171, -0.39070], [-2.08791, -0.90252, 4.57848], [-0.97165, -1.68688, 4.60973], [-2.25844, -0.03031, 5.79529], [-2.24316, 1.39534, 5.47820], [-3.43955, -0.38171, 6.57912], [-4.36191, -2.04980, -2.09356], [-6.24008, -0.94871, 1.37660], [-5.39202, 0.56248, 1.04232], [-4.45803, 0.67832, 3.69513], [-6.03896, -2.21049, 3.29584], [-5.51904, -1.63660, 4.83439], [-5.52611, -4.11992, 4.50904], [-4.28939, -4.00197, 3.30491], [-1.99248, -4.32119, 4.66098], [-3.35127, -5.48649, 4.80472], [-3.62992, -3.08307, 1.21541], [-2.28228, -2.10623, 0.75071], [-0.77951, -0.62245, 1.89997], [-0.65192, 0.94124, 2.73848], [-0.89999, 2.00692, 0.44520], [-0.71485, 0.37271, -0.18856], [1.25366, 0.67013, 1.63270], [1.01016, 3.02798, 1.51948], [2.56808, 2.46869, 0.95607], [0.83581, 2.41508, -1.27281], [3.18071, 2.84855, -1.47321], [3.02241, 4.37509, -0.51559], [2.28651, 4.25287, -2.10498], [-0.02882, 4.48944, -1.23634], [-0.51806, -1.58885, 5.45759], [-3.23152, 1.84915, 5.43094], [-1.72849, 1.62769, 4.55022], [-1.69892, 1.92007, 6.26954], [-4.27726, 0.30515, 6.44757], [-3.17532, -0.34347, 7.63973], [-3.79503, -1.38970, 6.39319], [-6.45495, 2.75436, 1.59615], [-5.83042, 3.61093, 1.03727], [-4.49677, 3.65480, 1.22034], [-3.61903, 4.49556, 0.48065], [-3.53206, 5.88377, 1.08195], [-6.50870, 4.67262, 0.20173], [-3.89993, 4.51723, -0.57456], [-2.64359, 4.01270, 0.53431], [-4.49676, 6.39270, 1.05909], [-2.80807, 6.49219, 0.53764], [-3.22419, 5.82109, 2.12575], [-6.86859, 5.46672, 0.85525], [-7.35480, 4.21423, -0.30087], [-5.87760, 5.10030, -0.57415], [-8.09218, 4.52571, -2.68445], [-8.74702, 3.55954, -2.96201], [-9.40336, 2.92180, -1.98006], [-10.32827, 1.85635, -2.20143], [-9.62360, 0.51981, -2.31032], [-8.77291, 2.99541, -4.36414], [-10.96206, 2.06704, -3.06524], [-10.98027, 1.85546, -1.32968], [-8.94783, 0.48950, -3.16528], [-10.34971, -0.28688, -2.41683], [-9.02269, 0.33687, -1.41985], [-7.89958, 2.35979, -4.50198], [-8.72214, 3.82558, -5.06447], [-9.67199, 2.43049, -4.59975], [3.61236, 0.77020, -2.35894], [4.54843, 0.74627, -3.10487], [5.79395, 0.74297, -2.58509], [6.97115, 0.53454, -3.36461], [7.46313, 1.82302, -3.98951], [4.37253, 0.79822, -4.60551], [6.81473, -0.25301, -4.10459], [7.72132, 0.16006, -2.66763], [6.73216, 2.23535, -4.68487], [8.39523, 1.65492, -4.52947], [7.63284, 2.57426, -3.21768], [4.25080, 1.83726, -4.90861], [3.47015, 0.24738, -4.85860], [5.19019, 0.35089, -5.16769], [10.89904, -2.79978, -1.04784], [9.87743, -2.51429, -0.48672], [9.58133, -1.21859, -0.28343], [8.31390, -0.77140, 0.21266], [8.25659, -0.80513, 1.72489], [8.95537, -3.57896, 0.06409], [7.50107, -1.33363, -0.24926], [8.21223, 0.25693, -0.13025], [8.36793, -1.81933, 2.10915], [7.30663, -0.40549, 2.07908], [9.06790, -0.21072, 2.14529], [9.32095, -3.88910, 1.04164], [8.98120, -4.43153, -0.61022], [7.91660, -3.26864, 0.14936], [7.98068, -1.37573, -7.85877], [7.99492, -2.34785, -7.15814], [7.20456, -2.37962, -6.06827], [7.00613, -3.54123, -5.25707], [8.09408, -3.68753, -4.21205], [8.93744, -3.49996, -7.42054], [6.90138, -4.43252, -5.87709], [6.04648, -3.38927, -4.76547], [9.07495, -3.82635, -4.66661], [7.89048, -4.54247, -3.56675], [8.15023, -2.78855, -3.59684], [9.90968, -3.26317, -6.99098], [9.04293, -3.61259, -8.49654], [8.59291, -4.45481, -7.03005]],
  "forces_ev_per_angstrom": [[-0.4881, 1.0302, 2.1347], [0.0165, -1.3762, -1.8064], [0.6364, 0.1252, -0.3054], [-0.0582, 2.0708, -2.0425], [0.9152, 0.3660, -0.4783], [-1.2513, -0.2437, 0.5467], [0.0768, 0.0384, 0.0085], [0.1140, 0.8392, 0.0373], [0.2551, -0.1171, -1.3369], [1.1476, 0.0277, -0.0321], [-0.5611, -0.8220, 0.5905], [-0.7786, 0.6409, 1.0855], [-0.3930, 0.0086, 0.4846], [0.2760, -0.3982, -0.3745], [-0.4936, 0.0661, -0.0219], [0.2367, 0.2055, 0.1896], [-0.8336, -1.7430, 1.7879], [0.4913, 0.8789, -1.3016], [0.2458, -0.8887, -0.1541], [-0.0684, 0.2191, -0.0965], [-0.1740, -0.0520, 0.5039], [-0.1768, -0.4048, -0.0537], [-0.7220, 0.1893, 0.1096], [-0.0474, 0.3273, 0.3390], [-0.0343, 0.0223, 0.6231], [0.1725, -0.3720, -0.2177], [-0.4714, -0.1559, -0.8544], [0.4904, 0.2624, 0.7946], [0.3115, 0.0496, 0.8658], [0.2756, -0.1983, -0.6284], [-0.2411, -0.0848, 0.0975], [-0.0606, 0.3316, 0.4463], [-0.0602, -0.2648, 0.2764], [-0.1587, 0.0606, -0.2736], [0.0070, -0.0246, 0.3235], [0.0162, -0.2266, 0.1048], [0.5024, 0.0952, -0.1930], [0.1493, -0.2670, -0.4027], [0.0426, -0.2940, 0.0012], [-0.1164, -0.0878, -0.1133], [0.4106, -0.0280, -0.0432], [-0.1318, -0.2187, 0.3692], [-0.2818, -0.0449, 0.3907], [-0.0200, 0.2992, 0.0584], [-0.2270, 0.1369, -0.2509], [0.2054, -0.0880, 0.0200], [-0.0148, 0.4047, -0.0365], [0.2057, -0.2198, 0.0155], [0.0389, -0.1607, -0.1795], [0.2963, 0.0095, 0.0008], [0.2825, 0.0318, 0.0998], [0.1731, 0.0809, -0.3102], [0.0244, 0.0024, -0.2172], [0.0094, 0.1927, 0.1474], [-0.2649, -0.1225, -0.2058], [0.0576, -0.1708, -0.2296], [0.0669, 0.1688, 0.0648], [-0.0946, 0.0972, -0.3215], [-0.0845, 0.0204, 0.1995], [0.1151, -0.1717, -0.1995], [-0.1476, -0.0745, 0.0556], [-0.0265, 0.2768, 0.0296], [0.1006, -0.2652, 0.0839], [0.1185, 0.1510, -0.0659], [-0.1407, 0.0737, 0.0516], [0.1489, -0.2166, -0.3607], [-0.0733, 0.0462, 0.0141], [-0.0534, -0.1025, 0.0606], [0.0022, 0.0103, -0.0797], [0.0228, -0.0235, 0.0095], [0.0754, -0.0409, -0.0221], [0.0249, -0.0039, 0.0304], [-0.1067, 0.0381, 0.1298], [0.0313, 0.1053, 0.1022], [-0.0070, 0.1859, -0.0092], [0.2034, -0.2983, -0.1686], [-0.1680, 0.2677, 0.2456], [-0.0168, -0.3405, -0.0745], [0.1422, 0.0282, -0.0411], [-0.4202, 0.1532, -0.1402], [0.0672, 0.0159, -0.0437], [0.0694, 0.1280, 0.0603], [-0.0543, -0.0156, -0.0431], [-0.0148, 0.0104, 0.0132], [-0.0453, 0.0005, 0.0317], [0.0066, -0.0164, 0.0248], [0.1894, 0.0332, 0.0567], [0.0889, -0.1360, 0.0682], [0.0315, -0.0506, 0.0968], [-0.1294, 0.1372, -0.3222], [0.1097, -0.1764, 0.3847], [0.1759, 0.0572, -0.2409], [-0.0852, 0.1026, -0.0355], [0.1403, -0.4578, -0.1027], [-0.0402, 0.0640, -0.0566], [-0.0896, 0.0004, 0.1061], [0.0225, -0.0644, -0.0655], [-0.0014, -0.0169, 0.0049], [0.0544, -0.0466, 0.0356], [0.0047, 0.0155, 0.0070], [-0.1163, 0.1483, 0.0911], [0.0557, 0.1554, 0.0006], [0.0778, 0.0810, -0.1037], [-0.0840, -0.2392, 0.2622], [0.1092, 0.2256, -0.2693], [-0.2123, 0.0350, 0.2152], [0.1069, -0.1326, 0.0619], [-0.3402, 0.0273, -0.3305], [0.0058, -0.0288, 0.0387], [0.1244, -0.0139, -0.0945], [-0.0869, -0.0151, -0.0148], [-0.0049, 0.0104, -0.0246], [-0.0299, 0.0676, -0.0341], [0.0021, 0.0062, 0.0156], [0.1928, -0.0416, 0.0637], [0.0504, 0.0400, 0.1604], [-0.1034, 0.1254, 0.0126], [0.3640, -0.1613, 0.0103], [-0.3610, 0.2406, 0.0426], [0.1450, -0.1715, 0.2104], [0.1221, 0.0666, -0.0733], [-0.3100, -0.3120, -0.1678], [0.0656, 0.0144, -0.0318], [-0.0331, 0.1167, -0.0917], [-0.0101, -0.0705, 0.0016], [-0.0228, 0.0039, 0.0009], [-0.0587, -0.0130, 0.0265], [0.0024, 0.0067, 0.0209], [0.1014, 0.1713, -0.0073], [0.0817, 0.0501, 0.1415]],
  "lowdin_charge": [0.05, -0.31, -0.34, 1.83, -0.32, -0.33, -0.15, -0.10, -0.64, 0.13, 0.13, 0.18, -0.32, -0.22, -0.07, 0.01, -0.39, -0.36, -0.20, -0.06, -0.20, -0.43, -0.05, -0.06, -0.65, 0.08, -0.18, -0.14, -0.12, -0.02, 0.04, 0.02, -0.06, 0.03, 0.03, 0.11, 0.09, 0.11, 0.14, 0.04, 0.04, 0.10, 0.10, 0.10, 0.11, 0.09, 0.12, 0.11, 0.14, 0.05, 0.08, 0.07, 0.08, 0.09, 0.06, 0.06, 0.07, 0.07, 0.07, 0.05, 0.10, -0.52, 0.00, -0.24, -0.07, 0.01, 0.11, 0.11, 0.06, 0.08, 0.08, 0.09, 0.06, 0.07, 0.10, -0.53, 0.00, -0.24, -0.06, 0.01, 0.11, 0.12, 0.07, 0.08, 0.09, 0.10, 0.09, 0.07, 0.11, -0.52, 0.00, -0.24, -0.06, 0.02, 0.10, 0.11, 0.07, 0.08, 0.08, 0.10, 0.09, 0.07, 0.10, -0.54, 0.00, -0.24, -0.06, 0.01, 0.11, 0.12, 0.07, 0.09, 0.08, 0.10, 0.08, 0.07, 0.11, -0.53, -0.02, -0.23, -0.06, 0.01, 0.11, 0.12, 0.07, 0.08, 0.07, 0.10, 0.09, 0.07],
  "e_lumo_ev": 1.58,
  "homo_ev": -4.0,
  "multiplicity": 1,
  "total_charge": -1,
  "total_energy_ha": -3125.56348
}